Entry 1:
{"formula": "C2H2OS", "method": "ωB97M-V/def2-TZVPD", "elements": ["C", "C", "S", "O", "H", "H"], "positions_angstrom": [[0.02898, 1.21521, 0.88260], [0.22348, 0.59858, -0.10872], [0.35740, -0.26473, -1.52054], [-0.16560, -1.76449, -0.90948], [-0.20256, 1.96500, 1.60307], [-0.24170, -1.74958, 0.05307]], "forces_ev_per_a": [[-0.3, 1.9, 1.7], [0.1, -0.7, -1.7], [-0.1, -1.1, 0.6], [0.1, 0.0, -0.7], [0.0, -0.3, 0.3], [0.2, 0.3, -0.1]], "smiles": "C#CSO", "total_energy_ha": -550.7245, "total_charge": 0, "e_above_lowest_kj_mol": 167.3, "homo_lumo_gap_ha": 0.32528}



Entry 2:
{"formula": "C2H2OS3", "method": "ωB97M-V/def2-TZVPD", "elements": ["O", "C", "S", "C", "S", "S", "H", "H"], "positions_angstrom": [[0.46084, -1.61047, 0.07123], [0.59904, -0.43223, 0.02257], [2.15919, 0.35457, -0.06681], [-0.60774, 0.48705, -0.02790], [-0.48009, 2.12610, 0.01640], [-2.03436, -0.50857, -0.06534], [2.83929, -0.86524, 0.00812], [-2.93617, 0.44880, 0.04173]], "forces_ev_per_a": [[-0.3, -1.4, 0.2], [0.3, 0.8, -0.4], [1.0, -0.7, 0.1], [-0.4, 1.2, 0.3], [-0.1, -1.3, -0.1], [0.4, -0.5, 0.0], [-0.7, 1.1, -0.1], [-0.2, 0.7, 0.0]], "smiles": "O=C(S)C(=S)S", "total_energy_ha": -1347.1883, "total_charge": 0, "e_above_lowest_kj_mol": 8.5, "homo_lumo_gap_ha": 0.28449}



Number 1: LUMO energy 0.005 hartree, molar mass 74.104 g mol⁻¹. Number 2: LUMO energy -0.055 hartree, molar mass 138.238 g mol⁻¹.